The following is a DFT calculation (ωB97M-V/def2-TZVPD) of an isolated molecule of C5H10N4O3.

Its energy is -641.0511 hartree. For the orbital gap, the calculation gives 10.0394 eV. The calculation puts the HOMO energy at -0.36476 Ha.

Atoms and positions in Å:
O  1.592858  1.691226  0.683140
C  1.702149  0.369818  0.069772
C  0.251784  0.068285  -0.397625
C  -0.515655  1.457636  -0.873671
O  0.236914  2.139256  -1.745624
C  -0.055078  -1.152865  -1.342056
O  -1.479222  -1.574289  -1.312209
N  -0.382872  -0.297551  0.922537
C  -1.160331  -1.336647  1.456300
N  -1.187802  -1.326451  2.716764
N  -0.536403  -0.141322  3.088028
N  -0.058970  0.355249  1.985465
H  1.316556  1.502031  1.654768
H  2.310562  0.564402  -0.992679
H  2.161418  -0.364293  0.844582
H  -0.852309  1.839400  0.213988
H  -1.489193  1.009238  -1.379752
H  0.815458  3.021539  -1.365569
H  0.365174  -2.144822  -0.822934
H  0.468817  -1.179251  -2.414255
H  -1.611964  -2.642311  -1.702216
H  -1.891890  -1.858277  0.713247

Forces on atoms 1 to 3 (eV/Å):
O 0.967 -1.215 1.396
C 1.100 1.751 -2.367
C -1.836 -0.418 0.495